{"formula": "C21H19Cl2FNO3P", "method": "the ωB97M-V functional and the def2-TZVPD basis", "species": ["Cl", "C", "N", "F", "C", "Cl", "C", "C", "C", "H", "H", "H", "C", "C", "O", "C", "C", "P", "C", "C", "C", "C", "C", "C", "C", "C", "C", "C", "C", "C", "O", "O", "H", "H", "H", "H", "H", "H", "H", "H", "H", "H", "H", "H", "H", "H", "H", "H"], "xyz": [[3.1687, -1.8588, 2.8996], [4.0298, -1.5103, 1.4563], [3.3970, -1.2660, 0.2934], [1.9567, -0.8185, 0.1577], [4.0675, -1.2568, -0.8800], [3.2200, -1.0798, -2.3362], [5.4393, -1.4351, -0.8958], [6.1382, -1.5772, 0.2964], [5.4205, -1.5827, 1.4867], [5.8778, -1.4631, -1.8859], [7.2162, -1.7175, 0.2880], [5.8694, -1.6874, 2.4685], [-1.4370, -4.3047, -3.2959], [-1.4589, -3.5541, -1.9946], [-1.4025, -2.1315, -2.1948], [-1.3748, -1.4994, -0.9832], [-1.3840, -0.0501, -1.0229], [-2.3858, 0.7111, 0.1836], [-1.2726, 0.7597, 1.6149], [0.0571, 0.4882, 1.3581], [0.9791, 0.4656, 2.3971], [0.5522, 0.5843, 3.7211], [-0.8053, 0.8484, 3.9837], [-1.7202, 0.9170, 2.9297], [-2.5679, 2.4184, -0.4242], [-1.5457, 3.0527, -1.1276], [-1.6933, 4.3907, -1.5336], [-2.8701, 5.0959, -1.2648], [-3.9151, 4.4266, -0.6125], [-3.7689, 3.1007, -0.1960], [-3.7279, 0.1876, 0.5900], [-1.3217, -2.1275, 0.0778], [-1.1345, -5.3236, -3.0352], [-2.4120, -4.3465, -3.7880], [-0.7176, -3.9259, -4.0245], [-2.3871, -3.8235, -1.4700], [-0.5945, -3.8509, -1.3820], [-1.3157, 0.4481, -1.9789], [0.3488, 0.2459, 0.3480], [2.0325, 0.3712, 2.1563], [1.2902, 0.5098, 4.5213], [-1.1596, 1.0208, 5.0037], [-2.7809, 1.0766, 3.1110], [-0.6387, 2.4971, -1.3471], [-0.8673, 4.8868, -2.0428], [-2.9702, 6.1538, -1.5373], [-4.8488, 4.9423, -0.4080], [-4.5825, 2.5915, 0.3188]], "lowdin_charge": [0.880, -0.575, 0.067, 0.040, -0.607, 0.883, -0.047, 0.011, -0.044, 0.125, 0.137, 0.126, -0.090, -0.268, -0.033, -0.609, -0.216, 0.671, -0.238, -0.107, -0.152, -0.107, -0.085, -0.053, -0.259, -0.090, -0.098, -0.103, -0.095, -0.072, -0.357, -0.004, 0.071, 0.073, 0.069, 0.129, 0.113, 0.041, 0.059, 0.039, 0.089, 0.098, 0.110, 0.091, 0.092, 0.098, 0.094, 0.102], "energy_ha": -2453.484824}

---

{"formula": "C21H19Cl4N3O6OsSi", "method": "the ωB97M-V functional and the def2-TZVPD basis", "species": ["Os", "C", "C", "N", "C", "C", "N", "C", "O", "O", "C", "O", "O", "H", "H", "H", "H", "H", "Cl", "C", "C", "Cl", "C", "Cl", "C", "O", "C", "O", "C", "Cl", "C", "Si", "C", "C", "N", "C", "C", "C", "C", "C", "C", "H", "H", "H", "H", "H", "H", "H", "H", "H", "H", "H", "H", "H", "H"], "xyz": [[-0.3711, -0.4907, -0.3042], [1.4155, 2.8140, -0.3939], [1.5505, 1.7282, -1.3942], [0.9303, 0.5589, -1.4079], [1.4145, -0.1718, -2.4680], [2.3271, 0.5794, -3.1341], [2.3917, 1.7625, -2.4481], [3.1789, 0.3544, -4.3314], [3.0827, -0.8235, -4.9089], [3.9076, 1.2384, -4.7052], [0.9869, -1.5792, -2.5620], [1.3498, -2.3008, -3.4758], [0.2212, -1.9412, -1.5722], [0.7701, 2.4882, 0.4176], [0.9878, 3.7070, -0.8505], [2.3953, 3.0623, 0.0150], [3.0067, 2.5183, -2.7135], [2.4489, -1.4326, -4.4400], [1.6206, 2.5961, 5.4495], [1.5022, 1.4807, 4.1402], [2.4427, 0.4713, 3.9824], [3.7436, 0.3192, 5.1040], [2.3467, -0.4221, 2.9092], [3.5037, -1.6760, 2.6683], [1.3069, -0.3083, 1.9966], [1.1239, -1.0971, 0.9500], [0.3510, 0.7039, 2.1720], [-0.6393, 0.7326, 1.2680], [0.4517, 1.5951, 3.2230], [-0.7384, 2.8416, 3.3510], [-3.4375, -2.2068, -2.3454], [-3.1917, -1.1105, -0.8639], [-2.3991, -2.0817, 0.5443], [-4.7383, -0.2336, -0.3274], [-1.9109, 0.0879, -1.1786], [-2.0956, 1.2958, -1.9006], [-2.5898, 1.2759, -3.2013], [-2.7471, 2.4671, -3.8925], [-2.4368, 3.6770, -3.2864], [-1.9688, 3.6913, -1.9792], [-1.7928, 2.5052, -1.2839], [-4.0498, -3.0632, -2.0514], [-2.4821, -2.5919, -2.7062], [-3.9523, -1.7043, -3.1645], [-3.1588, -2.7447, 0.9667], [-2.0827, -1.4490, 1.3843], [-1.5776, -2.7403, 0.2417], [-5.5239, -0.9452, -0.0674], [-5.1186, 0.4135, -1.1196], [-4.5380, 0.3853, 0.5494], [-2.8163, 0.3292, -3.6743], [-3.1137, 2.4486, -4.9103], [-2.5676, 4.6040, -3.8280], [-1.7482, 4.6332, -1.4930], [-1.4635, 2.4918, -0.2514]], "lowdin_charge": [1.601, 0.037, -0.265, 0.017, -0.096, -0.051, 0.208, -0.475, 0.156, 0.123, -0.508, 0.105, -0.145, 0.059, 0.092, 0.104, 0.185, 0.082, 0.666, -0.712, -0.707, 0.669, -0.616, 0.712, -0.389, -0.231, -0.395, -0.286, -0.623, 0.702, -0.154, 0.439, -0.175, -0.151, -0.238, -0.324, -0.028, -0.074, -0.084, -0.074, -0.042, 0.041, 0.038, 0.030, 0.058, 0.037, 0.040, 0.039, 0.037, 0.043, 0.104, 0.107, 0.104, 0.108, 0.098], "energy_ha": -3648.439014}

---

{"formula": "C21H19ClFO3SiSn", "method": "the ωB97M-V functional and the def2-TZVPD basis", "species": ["Sn", "C", "C", "C", "C", "C", "C", "Si", "C", "C", "C", "C", "C", "C", "H", "H", "H", "H", "H", "H", "H", "H", "H", "H", "H", "C", "C", "C", "C", "Cl", "C", "C", "C", "O", "C", "C", "O", "O", "H", "H", "H", "H", "H", "H", "H", "H", "F"], "xyz": [[0.7459, -0.0744, -3.2769], [-3.8199, -1.1304, 1.3472], [-4.1516, -1.7843, 0.1684], [-3.1729, -2.0413, -0.7842], [-1.8444, -1.6582, -0.5835], [-1.5367, -0.9918, 0.6074], [-2.5066, -0.7337, 1.5656], [-0.5131, -2.0165, -1.8908], [0.4308, -3.5192, -1.1985], [1.3723, -3.3728, -0.1730], [2.0760, -4.4594, 0.3276], [1.8615, -5.7271, -0.1985], [0.9394, -5.8975, -1.2220], [0.2352, -4.8044, -1.7137], [-4.5818, -0.9209, 2.0888], [-5.1764, -2.0878, -0.0095], [-3.4414, -2.5530, -1.7020], [-0.5174, -0.6620, 0.7865], [-2.2461, -0.2106, 2.4784], [-1.3402, -2.6854, -2.9547], [1.5624, -2.3858, 0.2391], [2.8033, -4.3195, 1.1186], [2.4181, -6.5754, 0.1821], [0.7729, -6.8837, -1.6390], [-0.4873, -4.9486, -2.5096], [-0.9592, 2.7906, 1.6472], [0.0811, 3.8120, 1.2792], [-0.2178, 5.1691, 1.2230], [0.7490, 6.0815, 0.8350], [0.3391, 7.7813, 0.7687], [2.0271, 5.6750, 0.4965], [2.3373, 4.3242, 0.5593], [1.3765, 3.4074, 0.9544], [1.7068, 2.0815, 1.0474], [1.4386, 1.3279, -0.1296], [2.6529, 1.1443, -1.0414], [3.7047, 1.7151, -0.8304], [2.4298, 0.3108, -2.0197], [-1.8186, 3.2639, 2.1219], [-0.5418, 2.0408, 2.3194], [-1.3079, 2.2638, 0.7545], [-1.2135, 5.5133, 1.4756], [2.7627, 6.4018, 0.1792], [3.3183, 3.9498, 0.2962], [0.6434, 1.7833, -0.7228], [1.0916, 0.3399, 0.1802], [-0.4821, 1.2662, -2.4473]], "lowdin_charge": [0.920, -0.110, -0.106, -0.120, -0.327, -0.109, -0.101, 0.557, -0.339, -0.109, -0.101, -0.114, -0.109, -0.124, 0.092, 0.092, 0.083, 0.075, 0.094, -0.046, 0.093, 0.096, 0.091, 0.092, 0.083, -0.027, -0.188, -0.074, -0.669, 0.615, -0.106, 0.019, -0.249, -0.045, -0.114, -0.614, 0.059, -0.331, 0.077, 0.083, 0.087, 0.107, 0.100, 0.118, 0.107, 0.102, -0.611], "energy_ha": -2101.350847, "total_charge": -1}

---

Q: Which ΔE to the lowest compared entry with this formula, charge and spin values were calculated for the entries above? A: 148.9; 0.1; 1.4, in kcal per mole.